Version P
A 2-piece molecular cluster, C5H13NOS overall, computed with ωB97M-V/def2-TZVPD.

The HOMO energy comes out at -6.63 eV. The value obtained for the LUMO energy is -2.08 eV.

Geometry (Å):
C: -0.60294 0.82051 -1.20984
O: -1.62418 1.55821 -1.77531
C: -0.88630 1.08914 0.33393
C: -0.61421 -0.71162 0.80371
C: -0.00006 0.47592 1.33026
S: 1.94268 -0.78417 -0.82024
C: 3.02143 -1.94989 0.04886
N: -2.35402 0.96013 0.54040
H: -0.45763 -0.22966 -1.49042
H: 0.26107 1.43458 -1.54097
H: -1.60243 1.41733 -2.72451
H: -0.70434 2.13561 0.39080
H: -1.53290 -1.11695 1.17454
H: 0.06372 -1.50375 0.40508
H: -0.34330 0.76074 2.36168
H: 1.06875 0.68702 1.16397
H: 3.64798 -2.48066 -0.68737
H: 3.75818 -1.50799 0.76312
H: 2.49844 -2.71827 0.70068
H: -2.68118 0.06457 0.25190
H: -2.85874 1.59919 -0.02027


Version Q
C5H13NOS in the gas phase, computed with ωB97M-V/def2-TZVPD.

The HOMO energy comes out at -8.85 eV. As for the SMILES: CCN[C@H](CO)CS. The value obtained for the LUMO energy is 0.63 eV.

Geometry (Å):
C: 0.27807 1.30819 -0.23729
N: 0.86630 -0.09269 -0.22549
C: -0.21096 -1.02557 0.36165
C: -0.42395 -0.56155 1.75853
S: 1.20710 -0.86203 2.82752
C: -1.39833 -1.28014 -0.65119
O: -1.04005 -2.56545 -1.10451
C: 1.23504 2.13338 -1.15604
H: 0.31965 1.70955 0.81659
H: -0.70631 1.48490 -0.65542
H: 0.82166 -0.47349 -1.24853
H: 0.25172 -2.07849 0.36311
H: -0.58602 0.52314 2.06664
H: -1.38352 -1.14646 2.17180
H: 1.51741 0.43582 2.93749
H: -1.45905 -0.63358 -1.63170
H: -2.34718 -1.39411 -0.07254
H: -1.39917 -2.48788 -2.03232
H: 0.88588 2.12287 -2.20089
H: 1.35543 3.23036 -1.00855
H: 2.21627 1.65323 -1.07887


Version R
C5H13NOS in the gas phase, computed with ωB97M-V/def2-TZVPD.

The HOMO energy comes out at -9.12 eV. As for the SMILES: C[C@H](N)[C@@](C)(S)CO. The value obtained for the LUMO energy is 0.73 eV.

Geometry (Å):
C: 0.84077 1.84788 1.36980
C: 1.04463 0.43187 0.82490
C: -0.23512 -0.18460 0.21332
C: -1.39171 -0.20646 1.22245
C: 0.06853 -1.63929 -0.22777
H: 1.75472 2.19549 1.83624
H: 0.55235 2.53326 0.56023
H: 0.07927 1.86321 2.15798
H: 1.29807 -0.20786 1.67872
H: 2.59702 -0.43179 -0.21235
H: 2.85350 1.15718 0.13360
H: -1.78821 0.79172 1.43654
H: -2.21443 -0.84422 0.85121
H: -1.03175 -0.65469 2.16528
H: 0.42932 0.86594 -1.78289
H: 0.41299 -2.21442 0.67404
H: 0.88599 -1.68097 -0.92491
H: -1.35217 -1.76564 -1.49902
N: 2.12786 0.46938 -0.18044
O: -1.05872 -2.30520 -0.76049
S: -0.80403 0.75326 -1.25899


Name the most stable of them. version R.


Version P
C20H23N5O4 in the gas phase, computed with ωB97M-V/def2-TZVPD.

The HOMO energy comes out at -7.87 eV. As for the SMILES: COc1ccc(NCC(=O)N/N=C/c2cc([N+](=O)[O-])ccc2N2CCCC2)cc1. The value obtained for the LUMO energy is -0.05 eV.

Geometry (Å):
C: -3.16567 1.01941 4.02253
O: -3.25331 2.00284 3.02358
C: -3.40131 1.59677 1.72560
C: -3.52126 2.61269 0.77704
C: -3.65300 2.31253 -0.55969
C: -3.67846 0.98570 -0.99829
C: -3.57443 -0.02431 -0.04593
C: -3.43376 0.27628 1.29858
H: -3.35017 -0.53890 1.99980
H: -3.60038 -1.06028 -0.34273
N: -3.81603 0.71420 -2.35175
C: -3.45504 -0.56410 -2.91065
C: -2.11658 -1.12147 -2.40891
O: -1.91926 -2.29985 -2.23162
N: -1.18285 -0.15803 -2.16226
N: -0.03484 -0.47918 -1.53519
C: 0.66549 0.43960 -1.00351
C: 1.93098 0.16784 -0.35901
C: 2.88447 1.17145 -0.46690
C: 4.20810 0.95778 -0.11501
C: 4.60754 -0.31152 0.31642
C: 3.67386 -1.29446 0.48882
C: 2.29237 -1.07642 0.24895
N: 1.40067 -1.99938 0.64380
C: -0.02132 -1.79713 0.82525
C: -0.42770 -2.86850 1.83118
C: 0.48075 -4.02209 1.42568
H: 0.10163 -4.48474 0.51497
C: 1.79823 -3.30564 1.14479
H: 2.37538 -3.19866 2.07214
H: 2.40808 -3.83301 0.40756
H: 0.58246 -4.78352 2.19571
H: -0.20489 -2.54806 2.85061
H: -1.48413 -3.11439 1.75983
H: -0.54716 -1.95601 -0.12382
H: -0.22376 -0.78047 1.17021
H: 4.00475 -2.25626 0.84114
H: 5.65056 -0.48638 0.52945
N: 5.15772 2.00511 -0.24159
O: 4.75871 3.09899 -0.60479
O: 6.32164 1.75692 0.02203
H: 2.61230 2.13296 -0.87735
H: 0.39091 1.49775 -1.10956
H: -1.43694 0.82866 -2.24712
H: -3.40796 -0.47728 -3.99857
H: -4.21770 -1.31534 -2.67301
H: -3.73344 1.51567 -2.95662
H: -3.74132 3.11236 -1.28190
H: -3.50040 3.63656 1.11427
H: -3.07481 1.56100 4.96281
H: -4.06341 0.39284 4.05205
H: -2.28428 0.38254 3.88698


Version Q
A 2-piece molecular cluster, C20H23N5O4 overall, computed with ωB97M-V/def2-TZVPD.

The HOMO energy comes out at -8.57 eV. As for the SMILES: CNC(=O)[C@H](Cc1ccccc1)NC(C)=O.CC(=O)Nc1cccc2nonc12. The value obtained for the LUMO energy is -1.10 eV.

Geometry (Å):
O: -1.74161 -2.07178 -3.55485
O: -3.79056 1.39108 2.95169
O: -0.19625 4.17089 1.67255
N: 3.66568 1.17498 -2.00702
N: 2.95382 -1.02737 -1.90489
O: 4.01320 -0.13483 -1.57867
C: -0.71486 -2.65232 -3.23636
C: -2.59313 1.15290 2.95892
C: 0.36603 3.21187 2.18957
C: -1.50786 -2.87115 0.29584
C: -2.27569 -1.75443 -0.07468
C: -0.21667 -2.69184 0.82268
C: -1.75730 -0.45911 0.08934
C: 0.30051 -1.39427 0.99225
C: 0.45280 1.66980 -3.66465
C: 0.01557 0.33955 -3.60853
C: -0.47283 -0.27312 0.63318
C: 1.69564 2.02203 -3.12958
C: 0.81033 -0.65793 -3.01428
C: 2.48897 1.03458 -2.54551
C: 2.05628 -0.28041 -2.48834
N: 0.47584 -2.01411 -2.93888
N: 1.57247 3.37961 2.74116
N: -1.74727 1.93912 2.29505
C: -0.73744 -4.16910 -3.20129
C: -2.07353 -0.02852 3.75364
C: 2.40842 2.36395 3.38094
C: 0.07219 1.12925 0.82245
C: -0.28880 1.81698 2.15333
H: -1.91204 -3.86599 0.17236
H: -3.26386 -1.88848 -0.49281
H: 0.37495 -3.55125 1.10453
H: -2.35133 0.39596 -0.20095
H: 1.29163 -1.26046 1.39992
H: -0.17574 2.42698 -4.12478
H: -0.94931 0.10416 -4.04098
H: 2.04133 3.05059 -3.16681
H: 1.21461 -2.61157 -2.58675
H: 1.92442 4.32513 2.70076
H: -2.17032 2.73295 1.83517
H: -1.64122 -4.54241 -3.69078
H: 0.13432 -4.57099 -3.72314
H: -0.72750 -4.51538 -2.16543
H: -2.91913 -0.53042 4.22125
H: -1.57219 -0.72510 3.08730
H: -1.38994 0.32205 4.52275
H: 1.92275 1.99832 4.28782
H: 3.37164 2.80030 3.65238
H: 2.58268 1.52979 2.69822
H: 1.15876 1.08905 0.73458
H: -0.28659 1.74979 -0.00099
H: 0.10813 1.22066 2.97128


Name the most stable of them. version Q.